1.
Entry from the Open Molecules 2025 dataset: a gas-phase ion, C5H11IN3 (charge +1) in a non-equilibrium geometry (wB97M-V/def2-TZVPD).

DFT total energy: -658.7984 hartree
Charge: +1
Multiplicity: 1
ΔE to the lowest compared entry with this formula, charge and spin: 1.697 eV
Orbital gap: 0.3460 Ha
SMILES string: CC1=[NH+][C@H](I)N[C@H](C)N1

Each line ends with the natural charge from an NBO analysis.
Element x y z (Å)
C 1.13 -2.23 -0.50  -0.67
C 0.39 -1.06 0.06  0.58
N -0.84 -1.34 0.47  -0.58
C -1.81 -0.47 1.11  -0.02
I -3.48 -0.10 -0.21  0.16
N -0.82 0.83 1.50  -0.65
C 0.19 1.30 0.62  0.10
C -0.12 2.04 -0.67  -0.63
N 0.93 0.12 0.24  -0.53
H 0.61 -3.09 -0.77  0.26
H 1.87 -2.38 0.31  0.26
H 1.68 -1.99 -1.35  0.26
H -1.07 -2.32 0.56  0.43
H -2.28 -0.96 2.01  0.26
H -1.25 1.61 2.01  0.41
H 0.62 2.09 1.24  0.24
H -0.61 3.05 -0.50  0.24
H -0.73 1.41 -1.29  0.21
H 0.78 2.14 -1.16  0.22
H 1.99 0.18 -0.01  0.45

---

2.
Entry from the Open Molecules 2025 dataset: a gas-phase ion, C5H11INO3S (charge +1) in a non-equilibrium geometry (wB97M-V/def2-TZVPD).

DFT total energy: -1173.0818 hartree
Charge: +1
Multiplicity: 1
ΔE to the lowest compared entry with this formula, charge and spin: 3.048 eV
Orbital gap (spin up / spin down): 0.2143 / 0.2435 Ha

Each line ends with the natural charge from an NBO analysis.
Element x y z (Å)
C -0.31 -0.10 -0.40  0.73
C -2.06 -1.48 0.82  -0.59
C 1.42 1.43 -1.30  -0.43
C 1.72 -1.00 -0.90  -0.43
C -0.68 -1.45 0.16  -0.50
N 0.91 0.13 -0.87  -0.33
O -1.21 0.81 -0.38  -0.71
O -0.53 1.94 2.06  -0.93
O -1.74 3.29 0.32  -0.79
S -1.58 2.06 0.96  1.91
I 1.36 1.92 3.57  0.49
H -2.36 -2.44 0.77  0.23
H -2.77 -0.93 0.28  0.23
H -1.99 -1.17 1.83  0.22
H 2.26 1.76 -0.65  0.23
H 1.87 1.07 -2.32  0.24
H 0.57 2.17 -1.30  0.25
H 2.61 -0.89 -1.51  0.24
H 2.07 -1.25 0.10  0.22
H 1.07 -1.90 -1.19  0.23
H 0.13 -1.92 0.67  0.25
H -0.75 -2.06 -0.72  0.25

---

3.
Entry from the Open Molecules 2025 dataset: a molecular structure, C5H11InO2 in a non-equilibrium geometry (wB97M-V/def2-TZVPD).

DFT total energy: -536.8826 hartree
Charge: +2
Multiplicity: 1
ΔE to the lowest compared entry with this formula, charge and spin: 0.146 eV
Orbital gap: 0.0886 Ha

Each line ends with the natural charge from an NBO analysis.
Element x y z (Å)
In -0.91 0.25 1.49  1.02
C -1.78 -4.49 -0.12  -0.69
C -2.65 -3.47 0.52  -0.14
O -2.20 -2.48 1.15  -0.09
H -2.41 -5.24 -0.61  0.28
H -1.26 -5.09 0.65  0.31
H -1.03 -4.07 -0.80  0.31
H -3.28 -4.08 1.30  0.51
H -3.48 -3.00 -0.12  0.43
C 2.78 2.31 -0.80  -0.72
C 1.48 2.76 -0.21  0.67
O 0.56 1.96 -0.06  -0.71
C 1.26 4.20 0.03  -0.75
H 2.90 1.24 -0.65  0.23
H 3.65 2.82 -0.38  0.26
H 2.70 2.51 -1.87  0.27
H 1.98 4.87 -0.44  0.26
H 1.45 4.46 1.09  0.27
H 0.24 4.53 -0.18  0.26

---

4.
Entry from the Open Molecules 2025 dataset: a gas-phase ion, C5H11N (charge -1) in a non-equilibrium geometry (wB97M-V/def2-TZVPD).

Expectation value of S²: 0.7504
DFT total energy: -251.7714 hartree
Charge: -1
Multiplicity: 2
ΔE to the lowest compared entry with this formula, charge and spin: 0.769 eV
Orbital gap (spin up / spin down): 0.0864 / 0.2831 Ha

Each line ends with the natural charge from an NBO analysis.
Element x y z (Å)
C -0.42 -1.97 1.81  -0.62
C -0.51 -0.67 0.93  -0.48
C 0.24 -0.81 -0.36  -0.42
C 0.49 0.41 -1.18  -0.34
C 0.21 1.67 -0.83  -0.38
N 0.51 2.75 -1.63  -1.04
H 0.49 -2.50 1.53  0.19
H -1.31 -2.58 1.73  0.19
H -0.17 -1.67 2.83  0.20
H -1.55 -0.42 0.73  0.20
H -0.03 0.03 1.61  0.20
H 1.21 -1.30 -0.17  0.18
H -0.24 -1.57 -0.99  0.18
H 0.86 0.24 -2.18  0.18
H -0.21 1.94 0.13  0.18
H 0.26 2.79 -2.61  0.33
H 0.18 3.68 -1.36  0.26

---

5.
Entry from the Open Molecules 2025 dataset: a single C5H11N molecule in a non-equilibrium geometry (wB97M-V/def2-TZVPD).

DFT total energy: -251.8475 hartree
Charge: 0
Multiplicity: 1
ΔE to the lowest compared entry with this formula, charge and spin: 0.409 eV
Orbital gap: 0.3171 Ha
SMILES string: CC(C)=C(C)N

Each line ends with the natural charge from an NBO analysis.
Element x y z (Å)
C -0.26 1.30 1.43  -0.64
C 0.21 0.12 0.60  -0.10
C 0.98 -0.95 1.36  -0.63
C -0.23 -0.04 -0.64  0.18
C 0.13 -1.23 -1.50  -0.66
N -1.02 0.90 -1.33  -0.83
H -1.22 1.69 1.10  0.20
H 0.48 2.11 1.46  0.21
H -0.40 1.00 2.48  0.21
H 1.81 -1.38 0.80  0.21
H 0.31 -1.81 1.54  0.21
H 1.34 -0.56 2.31  0.21
H 0.11 -2.17 -0.94  0.22
H -0.66 -1.39 -2.25  0.21
H 1.07 -1.07 -2.00  0.22
H -1.08 1.84 -0.97  0.38
H -0.84 0.91 -2.32  0.37

---

6.
Entry from the Open Molecules 2025 dataset: a single C5H11N molecule in a non-equilibrium geometry (wB97M-V/def2-TZVPD).

DFT total energy: -251.8038 hartree
Charge: 0
Multiplicity: 1
ΔE to the lowest compared entry with this formula, charge and spin: 1.597 eV
Orbital gap: 0.3605 Ha
SMILES string: C/C=C/CNC

Each line ends with the natural charge from an NBO analysis.
Element x y z (Å)
C -3.11 -0.19 0.10  -0.66
C -1.77 0.48 0.09  -0.20
C -0.68 -0.11 -0.41  -0.18
C 0.68 0.53 -0.30  -0.25
N 1.78 -0.44 -0.30  -0.63
C 2.77 -0.28 0.70  -0.42
H -3.90 0.29 0.69  0.22
H -2.93 -1.21 0.45  0.22
H -3.73 -0.25 -0.81  0.22
H -1.66 1.45 0.55  0.19
H -0.82 -1.08 -0.87  0.20
H 0.78 1.15 0.59  0.20
H 0.69 1.17 -1.20  0.19
H 2.14 -0.52 -1.24  0.36
H 2.44 -0.45 1.73  0.19
H 3.35 0.66 0.83  0.16
H 3.57 -1.01 0.60  0.20